Density functional theory data (ωB97M-V with the def2-TZVPD basis set) for a 3-piece molecular cluster, C3H12N2O2 overall.

As for the spin multiplicity: 1. The HOMO energy comes out at -8.84 eV. The SMILES is [H]/N=C\NCC.O.O. The charge is 0. Its frontier orbital gap is 9.527 eV.

Each line ends with the Löwdin charge.
Geometry (Å):
1 H 2.05303 1.09304 -1.82901  0.03
2 N 2.22649 0.92075 -0.84663  0.07
3 C 1.67959 -0.06448 -0.28255  -0.36
4 N 0.70402 -0.93371 -0.71980  -0.02
5 C -0.08997 -1.69089 0.22485  -0.25
6 C -1.48570 -1.06783 0.50285  -0.08
7 H 1.90943 -0.32598 0.75126  0.11
8 H 0.61422 -1.11982 -1.69040  0.12
9 H 0.54397 -1.72546 1.11664  0.10
10 H -0.24010 -2.72375 -0.08325  0.10
11 H -1.63612 -0.26973 -0.21762  0.06
12 H -1.52512 -0.65787 1.50760  0.05
13 H -2.23801 -1.84531 0.40114  0.06
14 O -1.19045 2.01355 -2.37536  -0.06
15 H -0.48360 2.52147 -1.99173  0.02
16 H -1.89985 2.26678 -1.77739  0.03
17 O 0.16645 0.86014 2.44065  -0.04
18 H 0.19062 1.50547 3.12993  0.03
19 H 0.70109 1.24363 1.73881  0.02